No. 1
This record from the OMol25 dataset describes C27H35BrN4O5RuS as an isolated structure at a distorted geometry. The level of theory is ωB97M-V/def2-TZVPD.

Positions of all 74 atoms, in Å:
Ru -0.3040 -0.0711 0.4582
O 2.4294 3.4243 3.9516
C 2.9724 3.7313 2.7778
C 4.1582 4.4780 2.7859
C 4.7815 4.8300 1.6111
C 4.2406 4.4447 0.3863
C 3.0800 3.7039 0.3556
C 2.4279 3.3342 1.5364
C 1.2678 2.4400 1.4359
O 0.9013 1.9883 0.3252
N 0.6897 2.0640 2.5951
N -0.1790 1.0868 2.4975
C -0.6356 0.4541 3.5244
C -1.5449 -0.6402 3.3011
C -1.8433 -1.5594 4.3129
C -2.6326 -2.6528 4.0170
C -3.1403 -2.7816 2.7304
C -2.8298 -1.8079 1.7929
N -2.0465 -0.7732 2.0572
H 1.6100 2.8953 3.7999
H 4.5621 4.7580 3.7456
H 5.6986 5.3992 1.6393
H 4.7319 4.7190 -0.5333
H 2.6472 3.3883 -0.5828
H -0.2989 0.6815 4.5332
H -1.4378 -1.4174 5.3005
H -2.8426 -3.4003 4.7671
H -3.7683 -3.6155 2.4625
H -3.2217 -1.8662 0.7826
O 5.5119 0.5783 -2.2145
C 4.2940 0.2775 -1.7651
C 3.1603 0.2414 -2.5840
C 1.9417 -0.0944 -2.0280
N 1.7942 -0.3855 -0.7418
C 2.8655 -0.3240 0.0326
Br 2.5672 -0.7123 1.8670
C 4.1316 -0.0080 -0.4042
H 5.5241 0.6765 -3.1773
H 3.2331 0.4816 -3.6346
H 1.0362 -0.1365 -2.6207
H 4.9745 0.0271 0.2645
C -1.7120 0.0544 -4.8864
C -2.9092 -0.8352 -4.5808
C -2.7032 -1.7269 -3.3687
S -2.5837 -0.9712 -1.6797
O -1.3488 -0.1228 -1.6953
C -4.0000 0.2391 -1.6877
C -3.5141 1.6728 -1.5549
C -3.0653 2.0040 -0.1354
H -1.9419 0.7102 -5.7214
H -0.8492 -0.5500 -5.1548
H -1.4487 0.6693 -4.0306
H -3.0928 -1.4967 -5.4316
H -3.8025 -0.2212 -4.4641
H -1.7649 -2.2750 -3.4605
H -3.5167 -2.4450 -3.2633
H -4.6007 -0.0454 -0.8242
H -4.5870 0.0847 -2.5885
H -4.3270 2.3419 -1.8444
H -2.6847 1.8375 -2.2452
H -3.8811 1.8687 0.5727
H -2.7301 3.0364 -0.0818
H -2.2211 1.3551 0.1718
C 0.7407 -4.0695 1.7890
C 0.4909 -3.3593 0.4436
C -0.3938 -4.2255 -0.4776
O -0.0980 -2.1568 0.6462
H 1.0465 -5.0969 1.6167
H -0.1692 -4.0563 2.3844
H 1.5184 -3.5532 2.3461
H 1.4728 -3.2344 -0.0587
H -1.3921 -4.3021 -0.0543
H 0.0296 -5.2201 -0.5803
H -0.4687 -3.7676 -1.4615

Computed properties:
2S+1: 6
Charge: +1
Electronic energy (Ha): -4711.86021
ΔE to the lowest compared entry with this formula, charge and spin (eV): 0.5282

No. 2
This record from the OMol25 dataset describes one molecule with the formula C20H27NO3 at a distorted geometry. The level of theory is ωB97M-V/def2-TZVPD.

Positions of all 51 atoms, in Å:
C -5.6606 -0.2996 0.1049
O -4.4160 -0.9688 0.3129
C -3.4215 -0.7957 -0.5114
C -2.2698 -1.7349 -0.1923
C -2.0749 -2.2885 1.1787
C -0.8072 -2.8683 1.1481
C -0.3138 -2.3706 -0.3869
C 1.0585 -2.6229 -0.9597
N 1.9229 -1.4033 -0.4282
C 3.2254 -1.7588 -0.7266
C 4.2526 -0.9476 -0.2058
C 3.8833 0.5722 -0.1684
C 2.4475 0.8614 0.0513
C 2.0934 0.6289 1.3898
O 2.4007 -0.7684 2.1425
C 1.9869 2.1727 -0.3339
C 0.6419 2.5091 -0.2473
C -0.2670 2.3831 -1.4046
C -1.6584 2.5290 -1.3578
C -2.0831 3.1649 -0.0476
C -1.2618 3.2978 0.9400
C 0.0759 3.0770 0.8386
C 1.4948 -0.1450 -0.8840
O -1.3072 -1.6437 -0.9880
H -6.3395 -0.6134 0.7093
H -5.6482 0.8405 0.1852
H -6.0158 -0.4394 -1.0574
H -3.5712 -1.1457 -1.5004
H -3.2097 0.4071 -0.5338
H -2.5857 -2.3874 2.0167
H -0.0164 -3.3735 1.6946
H 0.8241 -2.6262 -2.0133
H 1.3026 -3.5131 -0.8012
H 3.5817 -2.7854 -0.6217
H 3.3887 -1.6318 -1.7954
H 4.2663 -1.0342 0.6995
H 5.3998 -1.0764 -0.4899
H 4.5409 0.9605 0.3643
H 4.1484 0.9873 -1.3512
H 0.9693 0.8640 1.7830
H 2.8071 1.4741 2.0187
H 1.9916 -1.3281 1.5481
H 2.7375 2.8349 0.3063
H 2.2256 2.3880 -1.2523
H -0.0247 1.9655 -2.1767
H -2.3150 2.3771 -2.0337
H -3.1683 3.3664 0.2977
H -1.5820 3.8900 1.6960
H 0.8263 3.5941 1.6777
H 0.5655 -0.2867 -0.6582
H 1.6360 -0.0982 -1.8340

Computed properties:
SMILES string: COCc1ccc(CN2CCC[C@@](CO)(Cc3ccccc3)C2)o1
Electronic energy (Ha): -1058.17539
ΔE to the lowest compared entry with this formula, charge and spin (eV): 16.3404

No. 3
This record from the OMol25 dataset describes one molecule with the formula C27H34N4O4. The level of theory is ωB97M-V/def2-TZVPD.

Positions of all 69 atoms, in Å:
C -2.2310 -0.2917 4.6080
C -2.2862 0.3764 3.2406
O -1.8283 -0.4933 2.2088
C -0.4980 -0.6001 2.0386
O 0.2894 0.0382 2.7185
C -0.1329 -1.5384 0.9975
C -0.9391 -2.5506 0.4907
C -2.3428 -2.8983 0.8256
N -0.2363 -3.2847 -0.4068
C -0.7439 -4.4071 -1.1452
C 1.0488 -2.7949 -0.4951
C 2.1154 -3.2321 -1.2633
C 3.3172 -2.5633 -1.1484
C 3.4530 -1.4410 -0.3259
O 4.6288 -0.7908 -0.1204
C 5.7102 -1.0551 -0.9755
C 2.3486 -0.9442 0.3818
N 2.4380 0.2963 1.0305
C 2.8321 1.4221 0.3724
O 3.2981 1.4199 -0.7490
C 2.6051 2.7155 1.1649
N 1.4069 3.4709 0.8451
C 1.3474 4.1290 -0.4435
C 0.8612 3.2368 -1.5906
N -0.4171 2.6131 -1.2670
C -0.8107 1.7181 -2.3451
C -2.1246 1.0393 -2.0819
C -2.2707 -0.3263 -2.2816
C -3.4923 -0.9414 -2.0660
C -4.5751 -0.2018 -1.6241
C -4.4330 1.1593 -1.4086
C -3.2190 1.7769 -1.6450
C -0.3130 1.8827 -0.0138
C 0.1465 2.8145 1.1102
C 1.1545 -1.6752 0.3599
H -1.2007 -0.5283 4.8621
H -2.6326 0.3826 5.3589
H -2.8149 -1.2094 4.6061
H -3.3133 0.6212 2.9614
H -1.6776 1.2862 3.2415
H -2.5091 -3.9705 0.7446
H -2.5754 -2.5759 1.8350
H -3.0269 -2.3807 0.1520
H -0.0872 -4.6061 -1.9889
H -1.7414 -4.1870 -1.5266
H -0.7912 -5.3047 -0.5216
H 2.0331 -4.0781 -1.9279
H 4.1625 -2.9174 -1.7153
H 6.4807 -0.3361 -0.7016
H 5.4370 -0.9057 -2.0242
H 6.0995 -2.0708 -0.8361
H 1.8468 0.3863 1.8569
H 2.5693 2.4874 2.2342
H 3.4586 3.3715 0.9713
H 0.6501 4.9677 -0.3322
H 2.3340 4.5238 -0.6905
H 1.6277 2.4792 -1.8143
H 0.7196 3.8525 -2.4840
H -0.8984 2.3244 -3.2548
H -0.0334 0.9509 -2.5265
H -1.4236 -0.9104 -2.6144
H -3.6025 -2.0012 -2.2529
H -5.5269 -0.6830 -1.4503
H -5.2755 1.7406 -1.0627
H -3.0988 2.8374 -1.4838
H 0.3820 1.0347 -0.1193
H -1.2988 1.4779 0.2318
H -0.6056 3.6030 1.2301
H 0.2255 2.2594 2.0458

Computed properties:
SMILES string: CCOC(=O)c1c(C)n(C)c2ccc(OC)c(NC(=O)CN3CCN(Cc4ccccc4)CC3)c12
Electronic energy (Ha): -1569.27658
ΔE to the lowest compared entry with this formula, charge and spin (eV): 2.6543